Molecular formula: C3H5BrNS
Method: DFT, ωB97M-V/def2-TZVPD

Geometry (Å):
Br: 3.030 -1.066 -0.440
C: 1.282 -0.613 -0.123
N: 0.864 0.619 -0.125
C: -0.528 0.756 0.345
C: -1.208 -0.500 -0.159
S: 0.073 -1.777 0.187
H: 1.450 1.402 -0.393
H: -0.488 0.700 1.440
H: -0.986 1.712 0.106
H: -1.376 -0.503 -1.235
H: -2.112 -0.730 0.397

Atoms 1-2, force components in eV/Å:
Br 0.067 0.005 0.025
C -0.063 -0.016 -0.071

Values from the calculation:
- highest occupied orbital energy (eV) = -14.836
- HOMO-LUMO gap (eV) = 10.030
- relative energy (zero: lowest compared OMol25 entry of this formula, charge and spin) (kJ/mol) = 0.0
- charge = +1

Molecular formula: C2H4N2O2
Method: DFT, ωB97M-V/def2-TZVPD

Geometry (Å):
N: -1.895 -0.369 -0.040
N: -0.492 -0.134 -0.139
C: 0.448 -1.124 0.121
O: 1.662 -1.110 -0.095
C: -0.192 1.328 -0.110
O: 0.929 1.636 0.125
H: -2.071 -0.528 0.932
H: -2.115 -1.262 -0.393
H: -0.164 -2.038 0.458
H: -1.196 1.918 -0.044

Atoms 1-2, force components in eV/Å:
N 0.954 0.380 0.775
N -0.214 2.466 -0.553

Values from the calculation:
- SMILES = NN(C=O)C=O
- highest occupied orbital energy (eV) = -10.086
- HOMO-LUMO gap (eV) = 10.618
- relative energy (zero: lowest compared OMol25 entry of this formula, charge and spin) (kJ/mol) = 280.7
- charge = 0

Molecular formula: C32H52BF6N3O9
Method: DFT, ωB97M-V/def2-TZVPD

Geometry (Å):
C: -1.839 -3.677 3.196
C: -1.546 -2.301 3.044
C: -0.947 -0.771 2.713
C: -0.558 -0.172 4.188
O: -0.322 -1.298 5.149
C: 0.779 -0.973 6.070
C: 0.417 0.135 7.224
O: -2.004 0.098 2.172
C: -2.787 -0.536 1.109
O: -3.037 0.538 0.089
C: -4.320 -1.003 1.587
O: -4.861 0.089 2.404
C: -6.323 0.059 2.513
C: -6.978 0.423 4.009
C: -8.619 0.481 4.279
C: -9.708 0.187 3.075
C: -9.041 -0.214 1.595
C: -7.404 -0.265 1.327
C: 0.364 -0.936 1.685
C: 1.800 -1.061 2.471
C: 2.723 -2.095 1.532
C: 4.236 -2.204 2.232
F: 4.839 -3.554 2.490
C: 5.047 -1.028 2.657
F: 4.621 -0.286 3.902
F: 6.261 -0.509 1.972
O: 0.324 -0.116 0.500
C: 0.787 1.234 0.552
C: -0.150 2.051 -0.576
C: -0.497 1.396 -1.901
C: 0.658 2.091 1.923
O: 1.022 3.507 1.577
C: 0.732 4.410 2.699
F: -0.748 4.647 2.885
F: 1.425 4.079 3.969
F: 1.273 5.760 2.286
B: 2.348 1.485 -0.015
N: 3.547 1.692 0.943
O: 2.688 1.563 -1.465
H: -1.904 -4.865 3.186
H: -1.530 0.376 4.595
H: 0.358 0.546 4.224
H: 1.070 -1.981 6.638
H: 1.762 -0.633 5.514
H: 1.373 0.842 7.317
H: -0.551 0.707 6.898
H: 0.298 -0.367 8.287
H: -2.224 -1.384 0.510
H: -2.835 1.425 0.550
H: -4.895 -1.218 0.590
H: -4.206 -2.035 2.146
H: -6.288 0.651 4.926
H: -8.988 0.785 5.369
H: -10.859 0.262 3.275
H: -9.839 -0.455 0.747
H: -6.995 -0.543 0.254
H: 0.201 -2.051 1.269
H: 1.726 -1.620 3.522
H: 2.425 -0.080 2.545
H: 2.267 -3.176 1.510
H: 2.838 -1.590 0.482
H: -0.617 3.106 -0.400
H: -1.597 1.617 -2.283
H: 0.225 0.677 -2.477
H: -0.421 2.158 2.386
H: 1.391 1.809 2.790
H: 3.489 2.627 1.410
H: 4.455 1.611 0.412
H: 3.082 2.494 -1.591
C: -2.815 1.549 -6.004
O: -1.635 1.432 -5.226
C: -0.543 0.798 -5.899
C: 0.257 1.735 -6.835
C: -0.453 2.032 -8.153
N: 0.585 3.005 -6.171
H: -2.952 0.700 -6.681
H: -2.802 2.486 -6.564
H: -3.669 1.587 -5.322
H: 0.133 0.458 -5.108
H: -0.882 -0.103 -6.425
H: 1.196 1.225 -7.083
H: -1.266 2.755 -8.041
H: 0.251 2.459 -8.877
H: -0.867 1.118 -8.592
H: 1.144 2.805 -5.341
H: -0.287 3.382 -5.789
C: 5.715 -2.010 -4.591
O: 4.323 -1.803 -4.412
C: 3.656 -2.850 -3.701
C: 3.791 -2.760 -2.163
C: 5.156 -3.203 -1.642
N: 3.512 -1.400 -1.678
H: 5.963 -3.067 -4.727
H: 6.266 -1.593 -3.745
H: 6.027 -1.464 -5.486
H: 2.595 -2.746 -3.951
H: 3.967 -3.833 -4.075
H: 3.045 -3.437 -1.729
H: 5.934 -2.452 -1.805
H: 5.111 -3.382 -0.562
H: 5.475 -4.135 -2.120
H: 2.561 -1.146 -1.945
H: 4.096 -0.758 -2.223

Atoms 1-2, force components in eV/Å:
C 2.739 9.186 -1.607
C -1.194 -9.437 0.304

Values from the calculation:
- SMILES = C#C[C@](COCC)(O[C@H](O)COc1ccccc1)[C@H](CCC(F)=C(F)F)O[C@@](C=C)(COC(F)(F)F)B(N)O.COC[C@@H](C)N.COC[C@@H](C)N
- highest occupied orbital energy (eV) = -8.215
- HOMO-LUMO gap (eV) = 6.827
- charge = 0

Molecular formula: C15H22ClF9IO7S
Method: DFT, ωB97M-V/def2-TZVPD

Geometry (Å):
C: 0.472 3.094 -0.691
C: 1.977 3.091 -0.951
C: 2.296 2.904 -2.437
I: 4.084 1.820 -2.857
S: 2.509 4.413 -3.415
O: 2.985 5.422 -2.290
Cl: 0.625 4.945 -3.794
H: 0.268 3.011 0.375
H: -0.001 2.244 -1.185
H: 0.006 4.011 -1.051
H: 2.429 4.013 -0.581
H: 2.477 2.284 -0.418
H: 1.482 2.401 -2.962
H: 3.428 6.194 -2.684
C: -5.146 3.144 2.656
C: -4.267 1.929 2.485
O: -4.093 1.610 1.074
C: -3.198 2.308 0.418
O: -2.476 3.172 0.832
C: -3.140 1.821 -1.052
F: -4.347 1.641 -1.574
F: -2.468 0.659 -1.113
F: -2.482 2.707 -1.809
H: -6.110 2.989 2.173
H: -5.317 3.313 3.719
H: -4.679 4.035 2.238
H: -4.722 1.035 2.902
H: -3.282 2.069 2.930
C: -2.706 -4.095 3.185
C: -3.779 -4.167 4.245
O: -3.706 -3.023 5.137
C: -4.275 -1.915 4.711
O: -4.840 -1.727 3.672
C: -4.154 -0.810 5.791
F: -2.905 -0.702 6.247
F: -4.961 -1.079 6.819
F: -4.515 0.363 5.268
H: -1.720 -4.019 3.643
H: -2.736 -5.000 2.579
H: -2.860 -3.239 2.529
H: -3.642 -5.022 4.902
H: -4.777 -4.204 3.812
C: 5.065 -3.973 -5.553
C: 6.320 -4.123 -4.727
O: 6.560 -2.936 -3.922
C: 5.888 -2.857 -2.791
O: 5.091 -3.626 -2.346
C: 6.306 -1.575 -2.028
F: 6.308 -0.496 -2.840
F: 7.531 -1.711 -1.527
F: 5.460 -1.323 -1.034
H: 5.125 -3.085 -6.182
H: 4.953 -4.844 -6.199
H: 4.183 -3.903 -4.918
H: 7.208 -4.203 -5.348
H: 6.269 -4.984 -4.062

Atoms 1-2, force components in eV/Å:
C 0.109 -0.060 -0.054
C -0.041 0.256 0.058

Values from the calculation:
- highest occupied orbital energy (eV) = -12.878
- HOMO-LUMO gap (eV) = 8.420
- charge = +1

Molecular formula: C5H11NO
Method: DFT, ωB97M-V/def2-TZVPD

Geometry (Å):
C: -0.840 -1.241 -0.736
C: -0.701 0.230 -0.352
C: -1.661 0.620 0.775
N: 0.682 0.592 0.040
C: 1.434 -0.309 0.916
C: 1.550 1.068 -0.921
O: 1.416 0.995 -2.124
H: -0.652 -1.887 0.128
H: -1.853 -1.456 -1.092
H: -0.132 -1.494 -1.532
H: -0.941 0.832 -1.238
H: -1.667 1.704 0.929
H: -2.689 0.303 0.557
H: -1.362 0.145 1.716
H: 1.113 -0.262 1.957
H: 1.374 -1.338 0.543
H: 2.500 -0.050 0.879
H: 2.428 1.546 -0.445

Atoms 1-2, force components in eV/Å:
C 0.033 -0.074 -0.006
C -0.037 -0.033 -0.028

Values from the calculation:
- SMILES = CC(C)N(C)C=O
- highest occupied orbital energy (eV) = -9.393
- HOMO-LUMO gap (eV) = 10.326
- relative energy (zero: lowest compared OMol25 entry of this formula, charge and spin) (kJ/mol) = 86.3
- charge = 0

Molecular formula: C5H10O
Method: DFT, ωB97M-V/def2-TZVPD

Geometry (Å):
C: -1.397 -0.548 0.531
C: -0.768 0.373 -0.535
C: -0.129 1.568 0.107
C: 0.743 0.535 -0.556
C: 1.528 -0.595 0.094
O: 0.896 -1.841 -0.161
H: -1.586 -1.599 0.280
H: -0.742 -0.591 1.411
H: -2.342 -0.107 0.858
H: -1.269 0.504 -1.495
H: -0.200 2.546 -0.362
H: -0.234 1.579 1.187
H: 1.194 0.912 -1.476
H: 2.532 -0.650 -0.339
H: 1.634 -0.459 1.177
H: 0.141 -1.625 -0.721

Atoms 1-2, force components in eV/Å:
C -0.128 0.131 0.016
C -0.214 -0.017 0.089

Values from the calculation:
- SMILES = C[C@H]1C[C@H]1CO
- highest occupied orbital energy (eV) = -9.888
- HOMO-LUMO gap (eV) = 10.974
- relative energy (zero: lowest compared OMol25 entry of this formula, charge and spin) (kJ/mol) = 150.8
- charge = 0

Across the entries above, LUMO level takes the values -4.81, 0.53, -1.39, -4.46, 0.93, 1.09 eV, respectively.